78
Properties=species:S:1:pos:R:3:lowdin_spin:R:1 method="wB97M-V/def2-TZVPD" multiplicity=5 energy_ev=-115709.2605 charge=+1 relative_energy_ev=0.191
Cr -0.1188 0.1255 -0.5156 3.722
C 5.4669 1.7852 -0.7343 0.000
N 4.2103 1.1530 -0.3440 0.000
C 4.1989 0.5097 0.9720 0.000
P 2.7898 1.5472 -1.0165 0.006
O 1.8358 0.4038 -0.9535 0.034
O 2.2162 2.8194 -0.1874 0.001
P 0.7481 3.0781 0.4628 0.008
O -0.2583 2.1441 -0.1249 0.046
N 0.3570 4.6160 0.1061 0.001
C -0.0889 4.9536 -1.2425 0.000
C 0.8902 5.7408 0.8660 0.000
N 0.9887 2.9350 2.0550 0.001
C 2.2754 3.1000 2.7169 0.000
C -0.0754 2.4054 2.9129 0.000
N 3.0585 2.1033 -2.5239 0.001
C 3.4189 3.5024 -2.7413 0.000
C 2.3641 1.4771 -3.6516 0.001
H 6.2812 1.2033 -0.3051 0.000
H 5.5612 2.8106 -0.3630 0.000
H 5.5754 1.7809 -1.8162 0.000
H 4.9106 -0.3161 0.9705 0.000
H 3.2083 0.1089 1.1911 0.000
H 4.4811 1.2132 1.7588 0.000
H -0.4962 4.0730 -1.7332 0.000
H 0.7291 5.3626 -1.8435 0.000
H -0.8761 5.7057 -1.1806 0.000
H 1.0068 5.4685 1.9116 0.000
H 0.1818 6.5671 0.8068 0.000
H 1.8524 6.0825 0.4716 0.000
H 2.9990 3.5684 2.0535 0.000
H 2.6661 2.1344 3.0455 0.000
H 2.1519 3.7370 3.5950 0.000
H -1.0231 2.3907 2.3797 0.000
H -0.1782 3.0460 3.7904 0.000
H 0.1730 1.3928 3.2274 0.000
H 3.9982 3.8928 -1.9075 0.000
H 2.5305 4.1276 -2.8677 0.000
H 4.0285 3.5751 -3.6421 0.000
H 2.1411 0.4366 -3.4276 0.000
H 3.0095 1.5201 -4.5288 0.000
H 1.4300 1.9986 -3.8796 0.001
Cl 0.8060 -1.4572 4.2125 0.002
C -0.7282 -1.2675 3.4283 0.007
C -1.9018 -1.5277 4.1534 -0.002
C -3.1292 -1.3714 3.5799 0.006
Cl -4.5619 -1.7051 4.5041 0.001
C -3.2380 -0.9333 2.2387 -0.001
C -4.4595 -0.7332 1.5591 0.011
C -4.4576 -0.3000 0.2636 -0.001
C -3.2306 -0.0565 -0.3702 0.017
N -2.0759 -0.2334 0.2307 -0.004
C -2.0484 -0.6744 1.5252 0.004
C -0.7381 -0.8494 2.1040 0.004
O 0.3192 -0.5978 1.4056 0.057
H -1.8220 -1.8556 5.1808 0.000
H -5.3888 -0.9260 2.0776 0.001
H -5.3791 -0.1397 -0.2771 0.000
H -3.1986 0.2930 -1.3955 0.004
O -0.1818 -1.5749 -1.6907 0.040
C -0.0904 -2.5570 -2.4209 0.018
C -1.0736 -3.6827 -2.3440 0.002
C -0.2804 -4.8669 -1.7242 0.001
C 0.8845 -4.4671 -0.7871 0.000
C 2.2224 -4.1542 -1.4893 0.000
C 2.2529 -2.8494 -2.2877 0.001
N 1.0469 -2.7857 -3.1467 0.009
H -1.4756 -3.9488 -3.3229 0.001
H -1.8953 -3.3699 -1.7027 0.000
H 0.1175 -5.4956 -2.5250 0.000
H -0.9878 -5.4883 -1.1761 0.000
H 1.0632 -5.3065 -0.1147 0.000
H 0.5879 -3.6310 -0.1450 0.000
H 2.4613 -4.9882 -2.1586 0.000
H 3.0213 -4.1220 -0.7450 0.000
H 3.1418 -2.7816 -2.9131 0.000
H 2.2308 -1.9786 -1.6363 0.000
H 0.9655 -3.6241 -3.7090 0.000